Record 1
This record from OMol25 describes C27H36BrFeN6S2Si2 as an isolated structure. The level of theory is ωB97M-V/def2-TZVPD.

The orbital gap (alpha / beta) comes out at 0.236 / 0.239 Eh. As for the calculated total energy: -6592.2751 Ha. The LUMO energy (alpha / beta) is 2.057 / 2.057 eV. For the HOMO energy (alpha / beta), the calculation gives -4.37 / -4.45 eV.

Structure (ORCA input):
```
! wB97M-V def2-TZVPD RIJCOSX def2/J DEFGRID3
* xyz -1 5
Fe 0.10241 -0.22376 0.08761
N -1.11292 -2.40598 -0.48093
C -1.22134 -2.73387 -1.89155
C -0.14728 -1.96180 -2.64973
N -0.20820 -0.54468 -2.29143
H -0.25067 -2.79495 -0.08944
H -1.88898 -2.73730 0.07990
H -2.20862 -2.43023 -2.25795
H -1.11905 -3.80584 -2.11375
H -0.25950 -2.13742 -3.72990
H 0.83601 -2.32886 -2.34702
H -1.06207 -0.10825 -2.62634
H 0.56426 -0.04031 -2.70936
C 0.03537 3.20408 2.74101
Si 1.23343 2.96689 1.29461
C 2.04006 4.67781 1.07360
C 2.60808 1.84795 1.92335
C 0.45944 2.44602 -0.32057
C 1.44790 1.87269 -1.20488
C 1.88167 2.40820 -2.44761
C 2.84585 1.76748 -3.18485
C 3.42404 0.59005 -2.70641
C 2.93869 0.08948 -1.51591
N 1.96395 0.67322 -0.82445
Si -0.75292 3.58577 -1.13277
C -0.06907 5.22861 -1.83061
C -1.59737 2.73536 -2.60484
C -2.14121 4.22374 -0.01950
H 0.52645 3.83137 3.48767
H -0.20017 2.25172 3.21447
H -0.89298 3.69843 2.46303
H 2.65539 4.93692 1.93640
H 1.28628 5.45814 0.96015
H 2.67557 4.69923 0.18773
H 2.92089 2.20135 2.90789
H 3.47588 1.86703 1.26457
H 2.29346 0.80991 2.02179
H 1.47411 3.33918 -2.79685
H 3.17411 2.19144 -4.12711
H 4.20422 0.07473 -3.24714
H 3.30887 -0.83754 -1.09774
H 0.40380 5.12148 -2.80494
H 0.66410 5.67193 -1.15924
H -0.88317 5.94493 -1.95262
H -0.87293 2.24273 -3.25364
H -2.14720 3.45458 -3.21327
H -2.30318 1.98608 -2.25418
H -1.75938 4.86177 0.77513
H -2.74416 3.44295 0.43466
H -2.80362 4.83553 -0.63461
S 1.89571 -2.20307 0.51744
C 1.66866 -2.63481 2.18355
C 2.51160 -3.58981 2.75970
C 2.38883 -3.98449 4.08245
C 3.27405 -4.97397 4.61246
N 3.98287 -5.77566 5.03446
C 1.39102 -3.40444 4.88267
C 0.55397 -2.44893 4.32603
C 0.66523 -2.04719 2.99420
S -0.46007 -0.85313 2.40361
C 1.22345 -3.78572 6.24950
N 1.07577 -4.09808 7.34667
H 3.28240 -4.03411 2.14374
H -0.21456 -1.99956 4.93853
Br -6.53972 0.53777 1.89786
C -4.78763 0.50438 1.18391
C -3.75443 1.13425 1.84699
C -2.49030 1.06689 1.27944
N -2.22292 0.42359 0.14569
C -3.24196 -0.16489 -0.47885
C -4.54319 -0.15447 -0.01147
H -3.90600 1.65164 2.78193
H -1.65197 1.54695 1.75660
H -3.00800 -0.67054 -1.40450
H -5.33426 -0.64523 -0.55687
*
```

=====

Record 2
This record from OMol25 describes C29H28CoN7O4PS as an isolated structure. The level of theory is ωB97M-V/def2-TZVPD.

The orbital gap (alpha / beta) comes out at 0.220 / 0.220 Eh. As for the calculated total energy: -3928.4772 Ha. The LUMO energy (alpha / beta) is -0.249 / -0.237 eV. For the HOMO energy (alpha / beta), the calculation gives -6.22 / -6.21 eV.

Structure (ORCA input):
```
! wB97M-V def2-TZVPD RIJCOSX def2/J DEFGRID3
* xyz 0 2
Co -0.33586 1.02056 -0.34250
O 2.63041 -0.83717 -2.15579
C 2.23421 -0.05449 -1.11500
N 1.00697 -0.31737 -0.55358
C 0.58031 -1.58586 -0.31486
C 1.41618 -2.72811 -0.26220
C 0.91253 -3.97653 0.02635
C -0.44450 -4.18161 0.28506
C -1.28475 -3.08707 0.24434
C -0.79319 -1.82317 -0.06985
N -1.72967 -0.69423 -0.08467
C -2.32580 -0.55212 1.19531
O -3.46702 -0.79052 1.44881
C -1.36703 -0.02627 2.22498
C -1.63244 -0.17424 3.57092
C -0.71098 0.34053 4.47079
C 0.42379 0.95930 3.98392
C 0.59775 1.07784 2.61083
N -0.29914 0.60822 1.74870
C 2.97142 1.03516 -0.80301
C 4.16198 1.40562 -1.54649
C 5.01119 2.32643 -1.08207
C 4.70068 3.03604 0.14152
C 3.50616 2.85578 0.71811
N 2.59029 1.88097 0.30055
H 2.47373 -2.60007 -0.44606
H 1.59635 -4.81651 0.06528
H -0.82757 -5.16496 0.52006
H -2.34456 -3.19432 0.45266
H -2.53203 -0.68599 3.88192
H -0.87669 0.24943 5.53651
H 1.17765 1.35591 4.65020
H 1.47488 1.53468 2.17637
H 4.33824 0.89260 -2.48370
H 5.91028 2.57424 -1.63189
H 5.39617 3.74546 0.56902
H 3.15523 3.44897 1.55508
S -4.31649 0.52897 -2.75059
C -3.92855 -1.10718 -2.99596
C -3.02933 -1.56863 -2.08147
C -2.64850 -0.55032 -1.17164
C -3.26386 0.65255 -1.40502
C -3.09424 1.93292 -0.70139
C -4.14909 2.84127 -0.63870
C -3.97258 4.05299 -0.00484
C -2.75086 4.33163 0.58976
C -1.75776 3.37784 0.51625
N -1.91365 2.21042 -0.11824
H -4.38688 -1.65758 -3.80248
H -2.65516 -2.58098 -2.04735
H -5.09926 2.58294 -1.08508
H -4.78320 4.76881 0.03454
H -2.56612 5.26324 1.10551
H -0.78385 3.53516 0.96231
N 1.24938 3.68296 -2.31516
C 1.14569 2.44395 -3.10793
P -0.38901 1.55213 -2.59458
O -1.52686 2.48167 -2.99352
O 1.31646 2.52678 0.10236
C -0.30943 0.18004 -3.85844
N 0.16013 -1.13282 -3.39323
H 1.99244 4.27812 -2.66033
H 1.39002 3.09084 -0.74286
H 0.37426 4.19226 -2.42019
H 2.03030 1.82649 -2.95253
H 1.03271 2.64616 -4.17860
H 0.36769 0.50420 -4.65299
H -1.32216 0.17272 -4.27782
H 1.79623 -1.10630 -2.62074
H 0.04099 -1.82047 -4.12771
H -0.38874 -1.45497 -2.60565
*
```

=====

Record 3
This record from OMol25 describes C25H20N2O7RhSSi as an isolated structure in a non-equilibrium geometry. The level of theory is ωB97M-V/def2-TZVPD.

The orbital gap comes out at 0.234 Eh. As for the calculated total energy: -2399.2630 Ha. The LUMO energy is 0.994 eV. For the HOMO energy, the calculation gives -5.37 eV.

Structure (ORCA input):
```
! wB97M-V def2-TZVPD RIJCOSX def2/J DEFGRID3
* xyz -1 1
Rh -0.10077 0.06276 -0.29151
O -2.35276 2.79107 1.59606
C -1.58217 1.96399 1.16483
O -1.44179 1.58851 -0.07429
C -0.60623 1.28169 2.13274
C -0.34427 1.61276 3.44856
C 0.64336 0.90599 4.12581
C 1.37307 -0.09324 3.48531
C 1.07808 -0.38127 2.16773
N 0.09394 0.29669 1.57329
C 1.82969 -1.33772 1.22397
O 2.66634 -2.08169 1.68283
O 1.48908 -1.21784 -0.03059
H -0.91340 2.41240 3.90197
H 0.86751 1.15321 5.15537
H 2.16662 -0.64450 3.97043
N 1.30414 0.78208 -2.10534
C 0.59155 0.90008 -3.35289
C -0.32453 -0.08773 -3.68032
C -1.03015 -0.01790 -4.87322
C -0.83549 1.04547 -5.74120
C 0.06836 2.04039 -5.39546
C 0.78628 1.97210 -4.21159
S -1.74706 1.15626 -7.28866
O -2.40209 -0.13799 -7.40181
O -0.71050 1.40352 -8.27937
O -2.64951 2.27701 -7.07900
H 1.92941 1.56083 -1.94157
H 1.86749 -0.06447 -2.09577
H -0.47515 -0.92983 -3.00831
H -1.73770 -0.78703 -5.15364
H 0.21875 2.86783 -6.07739
H 1.49893 2.74866 -3.95412
C -0.10488 -5.82388 1.17654
C -0.00306 -4.77665 2.08177
C -0.44563 -3.51323 1.72669
C -0.98990 -3.26352 0.46501
C -1.08557 -4.33147 -0.42928
C -0.65013 -5.60210 -0.07838
Si -1.64623 -1.59537 -0.06261
C -3.07541 -1.08139 1.03406
C -4.34359 -0.91336 0.47694
C -5.42502 -0.52272 1.25477
C -5.25627 -0.29215 2.61115
C -4.00563 -0.46258 3.18871
C -2.93164 -0.85384 2.40592
H 0.24673 -6.81120 1.44872
H 0.43299 -4.94113 3.05868
H -0.36482 -2.71453 2.45606
H -1.49948 -4.17034 -1.41853
H -0.73034 -6.41473 -0.78918
H -2.13349 -1.70730 -1.46160
H -4.49090 -1.07042 -0.58566
H -6.39639 -0.38703 0.79680
H -6.09491 0.02654 3.21714
H -3.86743 -0.28260 4.24766
H -1.96755 -0.99301 2.88453
*
```

=====

Record 4
This record from OMol25 describes one molecule with the formula C5H9NO. The level of theory is ωB97M-V/def2-TZVPD.

The orbital gap comes out at 0.347 Eh. As for the calculated total energy: -325.7719 Ha. The LUMO energy is 0.868 eV. For the HOMO energy, the calculation gives -8.57 eV.

Structure (ORCA input):
```
! wB97M-V def2-TZVPD RIJCOSX def2/J DEFGRID3
* xyz 0 1
C -1.79882 -0.58553 -0.00762
C -1.40646 0.64918 0.76655
N -0.42631 0.60242 1.82723
C -0.09256 1.35393 0.60817
C 0.84861 0.89715 -0.41355
C 2.27745 -0.78072 -0.96921
O 1.23177 -0.32339 -0.11257
H -2.29585 -0.31638 -0.94515
H -2.49871 -1.17307 0.59546
H -0.93812 -1.21786 -0.24208
H -2.23199 1.32530 0.97660
H 0.06823 -0.29019 1.79116
H -0.08174 2.43578 0.70571
H 2.39334 0.00738 -1.71472
H 1.99566 -1.72650 -1.43161
H 3.15570 -0.90710 -0.33279
*
```

=====

Across the entries above, energy relative to the best compared isomer or geometry (same formula, charge and spin) takes the values 0.0, 84.3, 7.6, 103.9 kcal per mole, respectively.